i) Density functional theory data (wB97M-V/def2-TZVPD) for a single C7H6O molecule.

Each atom is followed by the atoms it is bonded to, with distances in Å.
Geometry (Å):
1 C -1.80 0.74 0.73  C2 1.388, H8 1.249, H9 1.141
2 C -0.89 0.21 -0.17  C1 1.388, C3 1.491, C4 1.569
3 C -1.42 -1.12 -0.58  C2 1.491, H10 1.136, O14 1.471
4 C 0.65 0.32 -0.46  C2 1.569, C5 1.388, C6 1.481
5 C 1.26 1.56 -0.60  C4 1.388, H11 1.069, H12 1.306
6 C 1.60 -0.72 0.00  C4 1.481, C7 1.280
7 C 2.52 -1.40 0.57  C6 1.280, H13 1.227
8 H -2.87 0.12 0.91  C1 1.249
9 H -1.74 1.81 1.13  C1 1.141
10 H -2.54 -0.98 -0.57  C3 1.136
11 H 2.31 1.70 -0.74  C5 1.069
12 H 0.62 2.69 -0.49  C5 1.306
13 H 3.13 -2.46 0.67  C7 1.227
14 O -0.84 -2.46 -0.39  C3 1.471

- structure (SMILES) = C#CC(=C)C(=C)C=O
- highest occupied orbital energy (eV) = -9.11
- lowest unoccupied orbital energy (eV) = -1.0

---

ii) Density functional theory data (wB97M-V/def2-TZVPD) for a single C7H6O molecule.

Each atom is followed by the atoms it is bonded to, with distances in Å.
Geometry (Å):
1 C -0.67 -0.19 -0.49  C2 1.295, C3 1.454, C5 1.471
2 C -1.61 0.67 -0.25  C1 1.295, C6 1.332
3 C 0.66 -0.41 0.04  C1 1.454, C4 1.396, C5 1.537, C7 1.532
4 C 1.83 0.35 0.02  C3 1.396, C7 1.421, O8 1.168
5 C 0.14 -1.22 -1.15  C1 1.471, C3 1.537, H9 1.106, H10 1.074
6 C -2.66 1.38 0.16  C2 1.332, H11 1.094, H12 1.060
7 C 1.70 -0.48 1.17  C3 1.532, C4 1.421, H13 1.202, H14 1.116
8 O 2.59 1.05 -0.53  C4 1.168
9 H -0.28 -2.23 -0.99  C5 1.106
10 H 0.61 -0.93 -2.07  C5 1.074
11 H -2.55 2.46 0.05  C6 1.094
12 H -3.55 0.92 0.51  C6 1.060
13 H 1.47 0.03 2.23  C7 1.202
14 H 2.31 -1.41 1.31  C7 1.116

- structure (SMILES) = C=C=C1C[C@]12CC2=O
- highest occupied orbital energy (eV) = -9.04
- lowest unoccupied orbital energy (eV) = 0.6

---

The winner here is ii), beating the second structure by 0.1077 hartree.

---

i) Density functional theory data (wB97M-V/def2-TZVPD) for a single CH3Cl3Si molecule.

Each atom is followed by the atoms it is bonded to, with distances in Å.
Geometry (Å):
1 C 1.20 0.59 -0.66  Si2 2.030, Cl3 1.775, Cl4 1.793, H6 1.061
2 Si -0.46 -0.21 0.20  C1 2.030, Cl5 2.570, H7 1.457, H8 1.460
3 Cl 2.61 -0.43 -0.34  C1 1.775
4 Cl 1.33 2.24 0.04  C1 1.793
5 Cl -2.41 1.36 -0.38  Si2 2.570
6 H 1.23 0.83 -1.69  C1 1.061
7 H -0.62 -1.53 -0.40  Si2 1.457
8 H -0.48 -0.09 1.65  Si2 1.460

- structure (SMILES) = Cl[SiH2]C(Cl)Cl
- highest occupied orbital energy (eV) = -10.70
- lowest unoccupied orbital energy (eV) = -0.6

---

ii) Density functional theory data (wB97M-V/def2-TZVPD) for 2 unconnected molecules or ions with the total composition CH3Cl3Si.

Each atom is followed by the atoms it is bonded to, with distances in Å.
Geometry (Å):
1 C 2.46 -0.19 0.05  Si2 1.898, Cl3 1.803, Cl4 1.789, H6 1.047
2 Si 0.83 0.67 -0.41  C1 1.898, H8 1.416
3 Cl 3.82 0.39 -0.98  C1 1.803
4 Cl 2.34 -1.97 0.22  C1 1.789
5 Cl -3.17 -0.97 -1.00  H7 1.313
6 H 2.84 0.06 0.99  C1 1.047
7 H -3.74 0.13 -0.55  Cl5 1.313
8 H 0.17 0.22 0.76  Si2 1.416

- highest occupied orbital energy (eV) = -9.14
- lowest unoccupied orbital energy (eV) = -1.3

---

The winner here is i), beating the second structure by 0.0722 hartree.